DFT (ωB97M-V/def2-TZVPD) results for the molecule C12H20N2O2.

Each line ends with the Mulliken charge.
Element x y z (Å)
O -2.49392 -1.63726 1.19976  -0.71
O -0.94337 0.90736 -0.62806  -0.72
N -3.39196 0.06071 -0.03838  -0.16
N -0.03099 -0.79758 0.60896  -0.09
C 4.28556 0.53392 0.59972  -0.68
C 1.76936 0.78969 1.06998  -0.79
C -5.73304 0.04004 -0.97452  -0.60
C 4.18281 -0.79745 -0.15853  -0.68
C -1.02546 -0.08136 0.08378  0.55
C -5.74518 0.92213 0.24038  -0.60
C 1.39569 -0.55920 0.43581  0.08
C 3.04298 1.41672 0.51150  -0.78
C -2.39180 -0.65179 0.48672  0.33
C 1.74686 -0.63867 -1.05565  -0.87
C -4.77346 -0.21532 0.14824  -0.12
C 3.25350 -0.75302 -1.37207  -0.77
H -3.11220 0.85136 -0.60991  0.25
H -0.34377 -1.57946 1.17311  0.34
H 1.89146 -1.37273 0.96940  0.44
H -6.54561 -0.65386 -1.12066  0.25
H 3.56031 0.07752 -2.00969  0.36
H 1.31833 0.23558 -1.54526  0.27
H 5.18073 -1.07211 -0.50928  0.41
H 2.87560 1.70381 -0.52572  0.31
H 3.41871 -1.66748 -1.94573  0.38
H -6.56617 0.83847 0.93472  0.25
H 0.94889 1.48480 0.88475  0.31
H -4.90757 -1.08506 0.77837  0.48
H -5.33710 0.44885 -1.89163  0.25
H 3.23724 2.33588 1.07007  0.44
H 3.86494 -1.59407 0.51437  0.29
H 5.12136 1.10881 0.19353  0.36
H -5.35747 1.92449 0.14070  0.25
H 4.51300 0.33123 1.64847  0.29
H 1.86101 0.65890 2.15066  0.29
H 1.23073 -1.51380 -1.45786  0.42

Its spin multiplicity is 1. The energy relative to the best compared isomer or geometry (same formula, charge and spin) comes out at 0.0 kcal per mole. As for the SMILES: O=C(NC1CCCCCC1)C(=O)NC1CC1. The total energy comes out at -19844.1405 eV. The value obtained for the frontier orbital gap is 0.373 hartree. As for the HOMO energy: -9.3 eV. Its LUMO energy is 0.88 eV.

***

DFT (ωB97M-V/def2-TZVPD) results for the molecule C12H20O3 at a distorted geometry.

Each line ends with the Mulliken charge.
Element x y z (Å)
O 1.24281 -0.91099 1.60965  -0.40
O 1.01663 -3.06995 -0.31985  -0.53
O 2.72518 0.53952 -1.37364  -0.56
C 0.98974 -1.09566 2.98558  -0.76
C 0.19477 0.90936 -2.76566  -1.50
C -0.47328 1.50953 -0.29991  0.70
C 0.12354 -0.99891 0.69230  1.22
C 0.55899 -0.03815 -0.45485  -0.24
C 1.99711 -0.00751 -0.56527  -0.57
C -0.40892 0.51905 -1.47536  2.65
C -1.22204 1.25283 0.99229  -1.71
C 0.30343 2.81298 -0.36438  -1.78
C -1.09615 -0.26892 1.35901  -1.26
C -0.06685 -2.47650 0.37243  -0.85
C -1.72547 -0.06879 -1.79701  -2.09
H 0.51898 -0.16544 3.45999  0.26
H 0.22660 -1.90109 3.25297  0.28
H 1.23353 2.66553 -0.83086  0.45
H 2.47497 -0.77662 0.04443  0.45
H -0.19444 3.59201 -0.88810  0.36
H 0.82985 0.12360 -3.19853  0.35
H -0.93811 -2.66895 -0.31705  0.32
H 1.92909 -1.20459 3.44320  0.34
H -2.43542 -0.17701 -0.91219  0.26
H 1.80881 -3.13449 0.13189  0.32
H -1.97018 -0.80278 1.01197  0.48
H -0.17138 -2.92061 1.43928  0.28
H 0.52736 3.25338 0.62813  0.44
H -0.51238 1.26830 -3.50604  0.39
H -2.29159 0.56305 -2.41717  0.62
H -1.23186 -0.28974 2.44113  0.68
H -2.28408 1.29000 0.87112  0.33
H -0.98096 1.97447 1.65303  0.58
H 0.96851 1.77551 -2.63275  0.20
H -1.66682 -1.07242 -2.26977  0.29

Its spin multiplicity is 1. The energy relative to the best compared isomer or geometry (same formula, charge and spin) comes out at 86.4 kcal per mole. As for the SMILES: CO[C@@]1(CO)CC[C@]2(C)C(C)(C)[C@]12C=O. The total energy comes out at -18907.0183 eV. The value obtained for the frontier orbital gap is 0.331 hartree. As for the HOMO energy: -8.4 eV. Its LUMO energy is 0.61 eV.

***

DFT (ωB97M-V/def2-TZVPD) results for the molecule C12H20OS at a distorted geometry.

Each line ends with the Mulliken charge.
Element x y z (Å)
S -2.62357 0.72089 0.29275  0.22
O -3.32140 0.54430 -0.97267  -0.61
C -0.95060 0.09715 0.13978  0.28
C 2.12731 0.54406 1.16063  -1.64
C 2.20891 2.45544 -0.22470  -2.30
C -0.02331 1.07721 0.09039  0.50
C 1.47160 1.06266 -0.12188  2.47
C -0.73191 2.40029 0.26342  -0.96
C -2.41240 -1.97475 1.02111  -1.98
C 1.95735 0.23477 -1.34725  -2.08
C -2.04342 2.37053 0.18015  -0.59
C -1.25513 -1.90674 -1.29620  -1.48
C 0.01273 -2.37159 0.55731  -1.66
C -1.16899 -1.42809 0.15785  1.45
H -2.53033 -2.96440 0.78975  0.52
H -1.97191 -1.19747 -1.83214  0.31
H -3.19945 -1.32980 0.77774  0.56
H -0.37419 -1.90845 -1.86645  0.39
H 1.25202 0.33828 -2.08841  0.55
H 3.23899 2.40168 -0.15528  0.53
H 1.83341 -0.78764 -1.20872  0.32
H -1.52844 -3.00203 -1.50307  0.36
H -0.24568 -3.33173 0.71958  0.60
H -2.05291 -1.83367 1.99540  0.44
H -0.09867 3.36503 0.35597  0.11
H 2.09545 -0.52723 1.23284  0.37
H 0.85629 -2.25513 -0.15289  0.28
H -2.63387 3.26742 0.25493  0.42
H 3.16564 0.84127 1.48760  0.33
H 2.93978 0.46087 -1.53315  0.53
H 1.62863 0.68698 2.09424  0.44
H 2.04372 2.80039 -1.29275  0.37
H 1.92201 3.11551 0.47145  0.69
H 0.41233 -1.96601 1.55272  0.25

Its spin multiplicity is 1. The energy relative to the best compared isomer or geometry (same formula, charge and spin) comes out at 99.1 kcal per mole. The total energy comes out at -25646.2691 eV. The value obtained for the frontier orbital gap is 0.331 hartree. As for the HOMO energy: -8.9 eV. Its LUMO energy is 0.13 eV.

***

DFT (ωB97M-V/def2-TZVPD) results for a structure of composition C12H21AlCl3GeNO7P2.

Each line ends with the Mulliken charge.
Element x y z (Å)
Ge -1.48451 -1.95285 -1.89264  0.46
Cl 3.32728 1.11975 0.54097  -0.17
Cl 6.53107 -1.95477 3.58429  -0.22
Cl 1.78934 -3.85798 1.88595  -0.21
P -0.41533 2.30935 1.82677  0.82
P -0.24925 2.38662 -1.15231  0.60
Al 0.13242 -0.28337 0.38494  -0.72
O -0.23540 0.79252 1.80264  -0.33
O 0.32042 0.98763 -0.88329  0.33
O 0.89045 3.46410 -0.99852  -0.54
O -1.10751 2.55606 -2.33722  -0.81
O 1.53370 -1.25922 0.60574  0.55
O -1.44167 2.58174 3.02380  -0.55
O 0.74874 3.21444 1.82598  -0.82
N -2.49761 1.72983 0.04564  0.02
C -2.27712 -3.73244 -2.07918  -1.26
C 3.62569 -0.37262 1.36443  0.80
C 2.95276 -2.57702 1.95162  0.53
C -1.36021 2.69384 0.30564  0.58
C 4.80903 -0.53425 2.06301  -0.84
C -1.41427 -1.41107 -0.00168  -1.05
C 5.04957 -1.73486 2.70409  0.50
C -1.91145 4.11139 0.28953  -1.88
C 0.32194 -1.98536 -2.64378  -1.16
C 2.65856 -1.37967 1.28651  -0.48
C 4.12831 -2.76511 2.65445  -0.83
C -2.60030 -0.62919 -2.81439  -1.23
H -1.23514 -2.30099 0.61567  0.50
H 0.77085 -0.99174 -2.62986  0.33
H -2.20865 0.74508 0.18436  -0.37
H -2.66355 4.24742 1.07059  0.47
H -3.59845 -0.60852 -2.36852  0.31
H -1.66842 -4.46975 -1.55459  0.36
H 4.31782 -3.70346 3.15458  0.43
H 0.29719 -2.32990 -3.67873  0.45
H -2.34454 4.34269 -0.68488  0.47
H -2.72361 -0.88176 -3.86844  0.43
H -2.42861 -1.10464 0.28888  0.62
H -2.15254 0.36551 -2.76799  0.38
H 0.95892 -2.66275 -2.07377  0.34
H -3.29735 1.92390 0.64929  0.41
H 1.25585 3.45429 -0.08808  0.36
H 5.53009 0.26908 2.09866  0.45
H -3.28467 -3.76238 -1.66304  0.36
H -2.75508 1.83550 -0.94854  0.46
H -2.33017 -4.01868 -3.13037  0.37
H -1.16409 3.32083 3.57809  0.38
H -1.10046 4.81274 0.47367  0.41

Its spin multiplicity is 1. The energy relative to the best compared isomer or geometry (same formula, charge and spin) comes out at 0.0 kcal per mole. The total energy comes out at -147876.9036 eV. The value obtained for the frontier orbital gap is 0.301 hartree. As for the HOMO energy: -8.4 eV. Its LUMO energy is -0.23 eV.

***

DFT (ωB97M-V/def2-TZVPD) results for a structure of composition C12H21AuB2F4N4O5 at a distorted geometry.

Each line ends with the Mulliken charge.
Element x y z (Å)
Au -0.92341 0.92215 -0.23450  1.20
F -5.29405 1.36103 -0.30665  -0.28
F -3.33771 2.53132 -0.85647  -0.33
F 1.26985 2.81390 -1.16493  -0.30
F 3.35717 1.81450 -0.74631  -0.31
O 1.61232 0.50730 -1.52128  -0.47
O 1.67151 1.57970 0.81076  -0.46
O -3.44619 1.22062 1.10047  -0.43
O 1.63647 -2.22565 1.22758  -0.20
O -3.50398 0.21308 -1.24920  -0.42
N -2.15885 1.46852 1.22979  0.02
N 0.37397 1.65190 1.08334  -0.13
N 0.29983 0.41390 -1.71343  0.02
N -2.22949 0.26230 -1.57533  0.01
C -2.39646 2.56095 3.39716  -1.44
C -2.59445 -0.55820 -3.84234  -1.55
C -1.74841 -0.10531 -2.71090  0.64
C -1.61821 2.04077 2.24718  0.66
C 0.68609 2.78658 3.22374  -1.51
C 0.51517 -0.37935 -4.00511  -1.50
C -0.12446 2.14379 2.16204  0.79
C 1.32921 -4.49178 0.73594  -1.20
C 2.54232 -1.37339 2.16813  -0.61
C -0.25387 -0.02418 -2.78748  0.74
C 2.11149 -3.24788 0.62872  0.87
C 3.29288 -3.13310 -0.25466  -1.04
B -3.96971 1.41169 -0.36024  0.58
B 2.02283 1.76925 -0.70382  0.76
H -3.64546 -0.48818 -3.58011  0.40
H 1.52002 -0.70257 -3.74629  0.44
H 0.41152 3.84209 3.29578  0.38
H 3.34516 -2.01830 2.49968  0.43
H 1.84033 -1.15238 2.96654  0.23
H 3.00189 -3.52844 -1.23275  0.39
H -2.36005 -1.59222 -4.10346  0.39
H 3.67780 -2.11949 -0.32773  0.31
H 1.74566 2.71748 3.00105  0.41
H 2.88819 -0.48069 1.64986  0.27
H 2.00274 -5.34670 0.82883  0.40
H -2.12484 3.59912 3.59339  0.38
H 0.47242 2.33451 4.19357  0.40
H -3.46083 2.49591 3.19335  0.42
H 4.10433 -3.79002 0.08065  0.40
H 0.79369 -4.64159 -0.20953  0.36
H -2.39578 0.05751 -4.72187  0.39
H 0.61874 -4.47310 1.55736  0.35
H 0.60942 0.51233 -4.63302  0.34
H 0.00533 -1.14462 -4.58551  0.42
H -2.17215 1.98493 4.29803  0.35

Its spin multiplicity is 1. The energy relative to the best compared isomer or geometry (same formula, charge and spin) comes out at 0.0 kcal per mole. The total energy comes out at -44884.5177 eV. The value obtained for the frontier orbital gap is 0.313 hartree. As for the HOMO energy: -16.1 eV. Its LUMO energy is -7.60 eV. As for the total charge: +2.

***

DFT (ωB97M-V/def2-TZVPD) results for a structure of composition C12H21Be2CaCl2F2N2O10PS at a distorted geometry.

Each line ends with the Mulliken charge.
Element x y z (Å)
Ca -5.68602 2.73489 -0.04808  1.36
Cl -0.31052 0.80545 -2.23498  -0.51
Cl -6.30554 1.13520 6.58884  -0.56
S -1.40020 -1.42398 -0.75165  1.02
P 1.45785 -0.83164 -0.74968  0.86
F -1.59959 0.10850 -0.12845  -0.12
F 2.04595 -0.17337 3.49444  -0.41
O 1.56617 -1.25393 0.86614  -0.47
O -1.61668 -2.41914 0.29720  -0.59
O -3.36474 2.45934 2.95210  -0.49
O 1.77833 4.21012 1.66078  -0.46
O 1.27572 0.91081 -0.76991  -0.39
O 2.71642 -1.07334 -1.51943  -0.61
O -2.44810 -1.55524 -1.77008  -0.59
O 2.95193 2.55847 2.51993  -0.31
O 2.79580 2.66184 0.45915  -0.50
O 3.65648 -0.02949 2.16598  -0.28
N 3.14573 -0.54111 -4.50547  0.13
N 0.10705 -1.59660 -1.57465  0.15
C 1.21911 -3.82104 -0.91115  -0.80
C 2.47011 3.20070 1.55626  0.82
C 3.46521 -1.00646 -5.75318  -0.57
C -4.12585 1.40815 0.90590  -0.89
C -3.13111 1.41008 2.04583  -0.61
C 2.11758 -4.13886 -0.16178  0.41
C 4.21654 0.13264 -3.98443  -0.22
C -4.64594 2.46093 3.57753  0.20
C 5.23279 0.08965 -4.90556  -0.66
C -4.94251 1.21283 4.38326  -1.04
C 0.36945 -3.01563 -1.96997  -0.83
C 4.75573 -0.63310 -6.02787  -0.36
Be 4.31162 -5.29984 0.59503  -0.06
Be 0.13377 -2.04589 2.47809  0.49
H -5.16148 1.26134 1.26203  0.56
H 2.26191 -0.67276 -4.04300  0.14
H -3.89925 0.60505 0.19563  0.54
H 4.16303 0.58134 -3.00614  0.38
H -4.94971 0.31170 3.76130  0.25
H 2.94937 -4.26580 0.62405  0.55
H 0.92175 -2.98718 -2.94939  0.34
H -2.12648 1.55357 1.64596  0.36
H 2.74784 -1.56300 -6.33573  0.36
H 1.25931 -0.52722 1.46551  0.28
H -5.43746 2.63843 2.81857  -0.20
H 4.00067 0.51567 2.88409  0.33
H -4.08668 2.36936 0.37747  0.10
H 6.21065 0.53012 -4.78623  0.39
H 5.29699 -0.85396 -6.93518  0.38
H -4.18502 1.07140 5.15346  0.33
H -5.96247 1.30040 4.88336  0.25
H 2.18823 1.27195 -0.55124  0.30
H -0.62061 -3.55097 -2.04692  0.50
H -4.66024 3.32537 4.24414  0.41
H -3.12290 0.44422 2.55808  0.33

Its spin multiplicity is 1. The total energy comes out at -106056.9256 eV. The value obtained for the frontier orbital gap is 0.082 hartree. As for the HOMO energy: -7.3 eV. Its LUMO energy is -5.11 eV.